88
Properties=species:S:1:pos:R:3 method="wB97M-V/def2-TZVPD" spin_multiplicity=5 homo_energy_ev="-10.02 / -10.47" total_energy_ha=-3206.60065 orbital_gap_ev="7.0 / 5.6" charge=+1
Pd 1.548 -1.527 0.260
C 1.417 -2.346 -4.232
C 1.773 -1.840 -2.971
N 1.325 -2.343 -1.846
C 0.477 -3.407 -1.880
C 0.038 -3.954 -3.100
C 0.544 -3.395 -4.294
C -0.896 -5.019 -3.089
C -1.380 -5.499 -1.904
C -0.925 -4.985 -0.680
C 0.027 -3.979 -0.637
N 0.529 -3.406 0.501
C 0.684 -3.977 1.707
C 0.614 -5.350 1.978
C 0.824 -5.844 3.265
C 1.122 -4.998 4.303
C 1.265 -3.605 4.078
C 1.644 -2.708 5.099
C 1.821 -1.386 4.803
C 1.622 -0.964 3.481
N 1.247 -1.773 2.516
C 1.066 -3.087 2.787
H 1.829 -1.897 -5.124
H 2.445 -0.993 -2.886
H 0.231 -3.806 -5.245
H -1.235 -5.427 -4.032
H -2.123 -6.284 -1.899
H -1.356 -5.352 0.241
H 0.453 -6.044 1.167
H 0.769 -6.910 3.436
H 1.288 -5.385 5.300
H 1.805 -3.083 6.102
H 2.124 -0.671 5.553
H 1.787 0.072 3.204
O 5.541 -2.140 1.227
C 4.461 -1.865 0.739
O 3.383 -2.557 0.802
C 4.352 -0.552 -0.047
C 5.493 0.078 -0.522
C 5.357 1.231 -1.275
C 4.085 1.737 -1.513
C 3.000 1.067 -0.982
N 3.131 -0.054 -0.271
H 6.452 -0.361 -0.286
H 6.229 1.733 -1.672
H 3.933 2.637 -2.092
H 1.985 1.427 -1.114
C -0.193 2.723 2.951
Si -0.490 3.659 1.348
C -1.649 5.104 1.661
C 1.141 4.298 0.674
Si -1.600 2.228 -0.173
Te -0.742 -0.158 -0.035
Si -1.423 2.877 -2.443
C -2.621 1.865 -3.476
C -1.879 4.699 -2.476
C 0.313 2.675 -3.139
Si -3.869 1.896 0.428
C -4.855 3.431 -0.024
C -3.934 1.611 2.286
C -4.579 0.408 -0.470
H 0.343 3.353 3.665
H 0.407 1.827 2.774
H -1.130 2.410 3.414
H -1.179 5.818 2.341
H -2.580 4.774 2.125
H -1.901 5.638 0.743
H 1.645 4.897 1.437
H 0.991 4.936 -0.199
H 1.818 3.490 0.396
H -3.656 2.118 -3.241
H -2.495 0.793 -3.310
H -2.466 2.062 -4.539
H -2.853 4.893 -2.024
H -1.916 5.050 -3.510
H -1.138 5.303 -1.950
H 0.611 1.627 -3.204
H 1.058 3.214 -2.551
H 0.331 3.083 -4.153
H -4.435 4.339 0.410
H -5.878 3.329 0.344
H -4.909 3.568 -1.106
H -3.674 2.517 2.837
H -3.252 0.817 2.598
H -4.943 1.320 2.588
H -4.615 0.564 -1.548
H -5.602 0.233 -0.126
H -4.002 -0.497 -0.278

=====

93
Properties=species:S:1:pos:R:3 method="wB97M-V/def2-TZVPD" homo_energy_ev=-12.98 total_energy_ha=-3777.92484 orbital_gap_ev=5.5 charge=+2
Ti -0.421 0.977 0.637
C -4.880 -2.214 -1.434
C -5.378 -0.919 -1.369
C -4.523 0.141 -1.127
C -3.167 -0.109 -0.930
C -2.664 -1.406 -0.973
C -3.525 -2.454 -1.243
N -2.281 0.993 -0.696
N -2.589 2.026 -1.313
C -1.767 3.138 -1.038
C -2.107 4.348 -1.602
C -1.342 5.461 -1.272
C -0.293 5.310 -0.383
C -0.021 4.052 0.130
N -0.728 2.970 -0.206
H -5.551 -3.039 -1.628
H -6.434 -0.735 -1.506
H -4.899 1.153 -1.067
H -1.611 -1.597 -0.821
H -3.141 -3.464 -1.300
H -2.959 4.402 -2.265
H -1.577 6.430 -1.690
H 0.313 6.152 -0.079
H 0.779 3.904 0.843
C 2.219 -4.080 -2.682
Sb 2.180 -2.591 -1.159
C 1.741 -3.870 0.490
C 4.305 -2.462 -0.827
C 4.647 -1.956 0.542
C 5.000 -2.881 1.525
C 5.384 -2.487 2.795
C 5.464 -1.136 3.096
C 5.121 -0.206 2.130
C 4.673 -0.591 0.865
C 4.284 0.472 -0.123
Sb 2.502 1.612 0.324
C 3.098 2.789 1.996
C 2.747 2.999 -1.290
H 2.712 -4.968 -2.292
H 2.770 -3.712 -3.546
H 1.208 -4.334 -2.993
H 0.748 -4.302 0.367
H 2.477 -4.673 0.520
H 1.786 -3.310 1.419
H 4.745 -1.854 -1.618
H 4.673 -3.479 -0.956
H 4.997 -3.935 1.276
H 5.654 -3.229 3.534
H 5.811 -0.810 4.067
H 5.239 0.847 2.349
H 4.114 0.093 -1.129
H 5.028 1.270 -0.188
H 3.715 3.625 1.671
H 3.657 2.171 2.691
H 2.211 3.156 2.510
H 3.242 3.903 -0.936
H 1.803 3.260 -1.761
H 3.386 2.524 -2.034
O 0.176 0.133 -1.340
H 0.861 -0.598 -1.332
H -0.324 0.019 -2.158
C -2.316 1.341 4.112
Si -0.915 2.451 3.623
C 0.480 2.426 4.840
C -1.494 4.166 3.206
O -0.282 1.794 2.156
H -2.846 1.781 4.960
H -1.961 0.357 4.425
H -3.038 1.203 3.305
H 0.095 2.598 5.848
H 1.223 3.200 4.642
H 0.985 1.458 4.844
H -2.001 4.589 4.077
H -2.212 4.172 2.383
H -0.669 4.838 2.961
O -1.533 -0.464 1.462
C -0.484 -1.073 1.882
O 0.597 -0.745 1.310
C -0.526 -2.029 2.991
C 0.669 -2.446 3.569
C 0.612 -3.350 4.606
C -0.581 -3.856 5.089
C -1.746 -3.409 4.492
C -1.751 -2.502 3.453
N -3.046 -3.922 4.989
O -4.037 -3.540 4.405
O -3.007 -4.741 5.875
N 1.885 -3.799 5.217
O 2.899 -3.292 4.786
O 1.811 -4.634 6.084
H 1.624 -2.071 3.230
H -0.604 -4.568 5.902
H -2.687 -2.181 3.018

=====

85
Properties=species:S:1:pos:R:3 method="wB97M-V/def2-TZVPD" homo_energy_ev=-5.11 total_energy_ha=-1796.15368 orbital_gap_ev=7.6 charge=-1
C 0.072 -0.088 -0.164
O -0.504 0.340 -1.344
H -0.589 0.307 0.803
H 1.125 0.210 0.072
H 0.080 -1.097 -0.211
N -3.042 1.842 3.052
C -4.133 1.505 3.891
C -3.978 2.136 5.060
C -2.465 2.683 5.023
C -1.950 2.368 3.768
H -2.812 1.519 2.088
H -4.992 0.929 3.351
H -4.574 2.250 5.843
H -2.050 3.014 5.834
H -1.054 2.428 3.083
N 3.766 1.317 -1.106
C 4.868 1.746 -1.791
C 5.932 1.156 -1.130
C 5.389 0.261 -0.118
C 4.025 0.363 -0.067
H 2.859 1.633 -1.199
H 4.751 2.558 -2.647
H 7.015 1.265 -1.313
H 6.069 -0.053 0.566
H 3.173 -0.099 0.331
N -3.083 1.015 -0.197
C -3.783 2.203 -0.266
C -4.984 1.849 0.271
C -4.968 0.459 0.664
C -3.705 -0.055 0.421
H -2.168 0.866 -0.794
H -3.704 3.161 -0.828
H -5.897 2.545 0.299
H -5.873 -0.099 1.044
H -3.155 -1.066 0.361
N -0.945 -5.125 1.241
C -1.212 -5.250 2.631
C -1.512 -4.054 3.061
C -1.312 -3.092 1.898
C -0.996 -3.799 0.771
H -1.006 -5.955 0.577
H -1.150 -6.286 3.239
H -1.819 -3.729 4.194
H -1.262 -2.041 1.579
H -0.778 -3.757 -0.180
N 1.216 -1.841 -2.448
C 2.467 -1.726 -2.760
C 2.889 -2.591 -3.665
C 1.727 -3.617 -3.700
C 0.741 -3.073 -2.865
H 0.531 -1.241 -1.971
H 2.792 -0.891 -2.366
H 3.756 -2.751 -4.149
H 1.744 -4.570 -4.286
H -0.137 -3.437 -2.745
N 3.666 -0.648 4.701
C 3.080 -1.119 3.466
C 1.803 -0.726 3.504
C 1.676 0.238 4.627
C 2.849 0.261 5.355
H 4.526 -0.839 4.807
H 3.590 -1.902 2.840
H 0.956 -0.979 2.732
H 0.688 0.892 4.929
H 3.054 0.804 6.355
N -1.791 0.172 -3.492
C -3.155 0.314 -3.726
C -3.405 -0.017 -5.048
C -2.131 -0.383 -5.743
C -1.222 -0.277 -4.640
H -1.307 0.176 -2.441
H -3.740 0.611 -2.713
H -4.392 -0.115 -5.374
H -1.983 -0.706 -6.735
H -0.150 -0.558 -4.707
N 1.047 2.329 -1.637
C 1.532 3.275 -0.685
C 2.034 4.319 -1.421
C 1.941 3.878 -2.989
C 1.339 2.626 -2.964
H 0.487 1.495 -1.418
H 1.362 3.225 0.290
H 2.693 4.976 -0.967
H 2.428 4.222 -3.806
H 1.130 1.908 -3.812

=====

92
Properties=species:S:1:pos:R:3 method="wB97M-V/def2-TZVPD" homo_energy_ev=-2.96 total_energy_ha=-2625.08907 orbital_gap_ev=7.1 charge=-2
S -0.358 -0.022 -0.210
O -0.614 -1.439 -0.241
O -0.379 0.466 1.104
O 0.824 0.400 -0.838
O -1.459 0.711 -0.880
N -2.137 0.885 -3.330
C -3.007 0.158 -4.003
C -2.741 0.353 -5.430
C -1.474 1.117 -5.631
C -1.162 1.423 -4.161
H -1.957 0.997 -2.276
H -4.082 -0.269 -3.697
H -3.634 0.079 -6.043
H -1.007 1.350 -6.355
H -0.467 1.909 -3.676
N 0.341 -1.131 2.930
C 0.709 -0.787 4.199
C 0.924 -2.077 4.970
C 0.783 -3.129 3.963
C 0.441 -2.423 2.673
H 0.064 -0.464 2.305
H 0.820 0.159 4.464
H 1.141 -2.198 6.039
H 0.893 -4.198 4.174
H 0.024 -2.745 1.786
N 0.506 -3.642 -0.779
C 0.078 -4.814 -0.442
C 0.868 -5.912 -1.154
C 1.972 -5.178 -1.855
C 1.712 -3.669 -1.575
H -0.129 -2.793 -0.563
H -0.939 -5.051 0.041
H 0.689 -6.865 -0.865
H 2.704 -5.729 -2.239
H 2.315 -2.746 -1.990
N -3.521 1.931 -0.070
C -4.316 2.546 -0.961
C -5.488 3.110 -0.215
C -5.307 2.653 1.218
C -4.074 1.833 1.226
H -2.567 1.532 -0.355
H -4.049 2.756 -1.909
H -6.410 3.470 -0.551
H -5.948 2.804 1.912
H -3.346 1.677 2.013
N -0.199 3.263 2.954
C -0.969 3.056 4.070
C -0.906 4.495 4.868
C 0.252 5.197 4.143
C 0.564 4.378 2.869
H -0.208 2.543 2.055
H -1.544 2.149 4.260
H -1.484 4.748 5.791
H 0.667 6.092 4.304
H 1.317 4.709 2.092
N 2.595 3.163 -0.425
C 2.692 4.153 -1.381
C 3.693 5.114 -0.865
C 4.125 4.649 0.586
C 3.371 3.331 0.739
H 1.929 2.322 -0.529
H 2.163 3.724 -2.441
H 4.173 5.983 -1.480
H 4.864 5.128 1.311
H 3.247 2.706 1.581
N -2.565 -2.699 0.732
C -3.340 -3.634 0.082
C -4.478 -4.062 1.010
C -4.181 -3.346 2.397
C -2.896 -2.542 2.083
H -1.746 -2.013 0.615
H -3.180 -3.945 -1.015
H -5.168 -4.750 0.741
H -4.793 -3.412 3.325
H -2.440 -1.843 2.636
N 2.367 -0.119 -2.911
C 3.838 -0.262 -2.791
C 4.291 -0.838 -4.181
C 3.131 -1.235 -4.902
C 1.942 -0.782 -4.142
H 1.834 0.249 -2.196
H 4.426 0.024 -2.035
H 5.323 -1.006 -4.424
H 2.951 -1.466 -5.938
H 0.851 -0.731 -4.359
C 3.135 -1.178 1.242
N 4.527 -1.624 0.923
O 4.913 -2.451 1.808
O 5.234 -1.017 0.165
H 2.646 -0.841 0.382
H 3.077 -0.386 1.839
H 2.704 -2.043 1.710

=====

92
Properties=species:S:1:pos:R:3 method="wB97M-V/def2-TZVPD" homo_energy_ev=-2.85 total_energy_ha=-2625.03237 orbital_gap_ev=7.2 charge=-2
S -0.428 0.663 0.621
O 0.990 1.033 0.969
O -0.859 -0.595 1.268
O -1.198 1.675 1.118
O -0.487 0.560 -0.808
N -2.000 -1.479 -2.889
C -3.385 -1.755 -2.835
C -3.732 -2.684 -4.033
C -2.321 -3.016 -4.597
C -1.315 -2.162 -3.909
H -1.620 -0.804 -2.234
H -4.082 -1.355 -2.088
H -4.704 -2.918 -4.154
H -2.292 -3.832 -5.382
H -0.238 -2.057 -4.054
N 2.427 3.950 0.506
C 2.701 4.963 1.458
C 3.737 5.922 0.814
C 3.870 5.518 -0.606
C 3.004 4.195 -0.797
H 1.744 3.069 0.529
H 1.978 5.099 2.263
H 4.165 6.764 1.275
H 4.501 5.905 -1.327
H 2.773 3.668 -1.616
N 3.493 0.579 1.449
C 3.918 0.705 2.743
C 5.410 0.541 2.845
C 5.998 0.487 1.480
C 4.674 0.382 0.601
H 2.517 0.896 0.939
H 3.213 0.966 3.490
H 6.006 0.606 3.726
H 7.015 0.334 1.244
H 4.486 0.477 -0.600
N 0.473 1.422 -3.928
C -0.243 1.757 -4.980
C 0.772 1.863 -6.177
C 2.177 1.613 -5.478
C 1.779 1.419 -3.968
H -0.066 1.047 -3.083
H -1.260 2.007 -4.854
H 0.682 2.165 -7.289
H 3.068 1.611 -5.916
H 2.312 1.278 -2.896
N -1.371 -4.069 -1.677
C -1.185 -4.126 -0.315
C -0.820 -5.527 0.119
C -0.903 -6.255 -1.146
C -1.187 -5.320 -2.308
H -1.700 -3.334 -2.432
H -1.109 -3.188 0.056
H -0.825 -5.776 1.121
H -1.120 -7.337 -1.272
H -1.362 -5.569 -3.275
N -3.550 -1.023 0.508
C -4.571 -0.006 0.428
C -5.881 -0.838 0.362
C -5.552 -2.333 0.495
C -4.014 -2.365 0.627
H -2.590 -0.636 0.773
H -4.164 0.934 0.525
H -6.806 -0.431 0.067
H -6.130 -3.155 0.602
H -3.364 -3.204 0.765
N -0.099 -2.160 3.180
C -0.951 -3.025 4.037
C -0.092 -3.339 5.329
C 1.082 -2.431 5.221
C 1.084 -1.744 3.850
H -0.587 -1.636 2.292
H -1.901 -3.444 3.831
H -0.349 -4.117 6.131
H 1.778 -2.386 5.970
H 1.694 -0.914 3.352
N -1.739 4.519 2.446
C -0.773 5.506 2.646
C -1.491 6.308 3.672
C -2.707 5.690 4.156
C -2.818 4.468 3.325
H -1.594 3.705 1.880
H 0.144 5.751 2.191
H -0.898 7.206 3.918
H -3.073 6.165 5.053
H -3.405 3.621 3.488
C 1.749 -1.863 -1.133
N 2.729 -2.914 -1.530
O 3.285 -3.504 -0.603
O 2.874 -3.259 -2.722
H 1.895 -1.038 -1.351
H 1.921 -1.705 -0.020
H 0.796 -2.381 -1.467

=====

Number 1: strongest force on any atom 0.65 eV Å⁻¹. Number 2: strongest force on any atom 0.97 eV Å⁻¹. Number 3: strongest force on any atom 8.51 eV Å⁻¹. Number 4: strongest force on any atom 18.06 eV Å⁻¹. Number 5: strongest force on any atom 15.77 eV Å⁻¹.